DFT (the ωB97M-V functional and the def2-TZVPD basis) results for C19H41N2O3PtSSi3 as an isolated structure.

```
70
Properties=species:S:1:pos:R:3:forces:R:3
Pt 0.00764 0.16415 0.39330 -0.033 -0.323 0.174
C -0.57223 0.17726 -2.78757 -0.049 0.180 0.006
O -0.95965 -0.13549 -1.41921 -0.224 -0.167 -0.225
Si -1.99608 -1.45494 -1.00293 0.034 0.220 -0.149
C -1.24538 -3.04109 -1.55174 0.031 -0.064 0.023
C -3.63946 -1.15402 -1.77020 -0.028 -0.129 0.028
C -1.58056 -1.02473 0.84756 -0.391 -0.037 0.226
Si -2.45664 0.87462 1.42908 0.444 -0.059 -0.187
C -3.87674 -0.39259 1.46183 0.050 -0.187 -0.174
C -2.20272 1.52156 3.12382 -0.019 -0.082 0.164
C -2.63153 2.15725 0.11774 -0.113 0.044 0.051
Si -1.54420 -2.54845 2.08908 0.553 0.052 -0.063
C 0.27103 -3.01772 1.96951 -0.199 -0.066 0.156
C -2.01382 -2.08565 3.81617 -0.133 -0.038 0.022
C -2.63707 -3.89880 1.44524 -0.160 -0.018 -0.100
H -1.41460 -0.07117 -3.43221 0.012 0.029 0.008
H 0.29618 -0.40377 -3.08422 0.090 -0.008 0.050
H -0.38349 1.24766 -2.85042 0.037 -0.091 -0.038
H -1.07820 -2.97909 -2.63171 0.015 0.020 -0.011
H -1.95923 -3.85255 -1.40026 0.031 -0.012 -0.073
H -0.30289 -3.31913 -1.07794 -0.052 0.051 -0.009
H -3.49754 -1.31517 -2.84493 -0.065 -0.022 0.006
H -4.03823 -0.15058 -1.63753 0.000 0.041 0.017
H -4.39059 -1.88140 -1.45168 0.022 0.012 -0.005
H -3.73380 -1.41282 1.80827 -0.228 0.125 -0.016
H -4.43387 -0.39175 0.53133 -0.023 0.032 -0.015
H -4.46603 0.10801 2.24570 0.029 0.033 0.017
H -2.41134 0.76377 3.87935 0.014 0.056 0.019
H -2.93481 2.32738 3.24761 -0.025 -0.011 0.018
H -1.22791 1.95225 3.31530 0.043 0.129 -0.076
H -2.75804 1.76127 -0.88608 0.012 -0.032 -0.045
H -1.78342 2.84532 0.12592 0.005 0.016 -0.007
H -3.52055 2.75028 0.35930 0.001 0.017 -0.007
H 0.89243 -2.38976 2.60967 0.062 -0.012 -0.002
H 0.68619 -3.02819 0.96261 -0.038 0.020 -0.057
H 0.34760 -4.04226 2.34779 0.061 0.023 0.028
H -1.47825 -1.22357 4.19903 0.068 0.086 0.113
H -1.76023 -2.94030 4.45076 0.008 0.027 0.026
H -3.08586 -1.91334 3.94279 0.074 -0.013 0.004
H -2.20402 -4.42911 0.59821 0.001 -0.014 0.072
H -3.65822 -3.60575 1.18287 0.062 0.009 0.028
H -2.73128 -4.62690 2.25738 -0.004 -0.001 -0.003
C 1.00637 0.64517 3.91015 -0.064 -0.298 -0.011
S 1.46123 0.43443 2.17517 0.174 0.266 0.286
C 2.08387 2.12693 1.96021 0.061 -0.022 -0.054
H 1.97340 0.58933 4.41203 -0.023 -0.008 0.056
H 0.38902 -0.17752 4.25371 -0.058 -0.026 -0.020
H 0.55394 1.60956 4.10356 -0.074 0.030 -0.017
H 1.27701 2.84852 2.06733 -0.009 -0.008 -0.002
H 2.57277 2.23198 0.99865 0.015 -0.015 -0.067
H 2.82254 2.27174 2.74790 -0.003 0.000 0.002
O 4.62443 3.34095 -5.92642 -0.033 0.011 0.035
C 4.51137 3.88621 -4.64202 -0.024 -0.060 -0.002
N 4.33496 2.72352 -3.77346 0.043 0.042 -0.002
C 3.41986 2.66569 -2.80800 -0.069 -0.022 0.073
O 2.68732 3.57245 -2.45016 0.007 0.018 -0.054
C 3.26909 1.34049 -2.06972 -0.007 -0.020 0.012
C 4.17607 0.29187 -1.99041 -0.024 0.029 -0.016
C 3.87792 -0.80864 -1.19168 0.018 -0.031 0.007
C 2.69187 -0.84222 -0.49316 -0.056 -0.046 0.029
N 1.80713 0.17244 -0.58716 0.079 0.342 -0.102
C 2.09441 1.24017 -1.34659 0.010 -0.057 -0.033
H 5.08032 3.95695 -6.50946 0.027 0.019 -0.031
H 3.63485 4.52407 -4.52122 -0.001 0.004 0.008
H 5.40759 4.43350 -4.34308 0.016 -0.004 -0.015
H 4.82189 1.89691 -4.08501 0.019 0.002 0.009
H 5.12216 0.32712 -2.51645 0.001 -0.015 0.001
H 4.56960 -1.63415 -1.09572 0.001 0.005 -0.007
H 2.43369 -1.66321 0.16431 0.012 0.037 -0.060
H 1.40271 2.07507 -1.37191 -0.015 -0.005 -0.017
```
Positions in Å, forces in eV/Å.

For the relative energy (zero: lowest compared OMol25 entry of this formula, charge and spin), the calculation gives 1.560 eV. The largest force on an atom is 0.56 eV/A. The LUMO energy comes out at -11.4 eV. As for the HOMO-LUMO gap: 5.23 eV. As for the spin multiplicity: 1. As for the net charge: +3. The calculation puts the highest occupied orbital energy at -16.6 eV.

---

DFT (the ωB97M-V functional and the def2-TZVPD basis) results for C21H25BrN2O4Sc as an isolated structure.

```
54
Properties=species:S:1:pos:R:3:forces:R:3
Sc 0.53771 0.02604 -0.45849 -0.371 0.415 0.039
C 0.38759 0.50597 3.90742 -0.029 0.057 0.005
C 0.37063 0.95207 2.47714 -0.043 0.059 -0.130
O 0.27548 0.04723 1.61091 0.058 -0.071 0.059
C 0.43526 2.34996 2.12886 0.010 -0.015 0.183
C 0.49282 3.31763 3.15924 0.002 0.080 0.007
C 0.50454 4.65785 2.88153 -0.001 -0.063 -0.031
C 0.45443 5.07373 1.54357 -0.002 0.062 -0.059
C 0.40041 4.16696 0.51291 0.007 0.017 0.108
C 0.40020 2.79043 0.78058 -0.010 -0.140 -0.166
O 0.37174 1.95092 -0.23588 -0.018 -0.124 0.057
H 0.37424 -0.57900 3.93880 -0.001 -0.005 0.019
H -0.47774 0.90355 4.43975 -0.001 -0.021 0.003
H 1.27841 0.87714 4.41405 0.014 -0.023 -0.005
H 0.52662 2.99789 4.19114 0.001 -0.021 -0.006
H 0.55184 5.38603 3.67796 -0.001 -0.006 0.010
H 0.46283 6.13185 1.31384 -0.001 -0.002 0.009
H 0.36971 4.48320 -0.52027 0.004 -0.004 -0.007
Br 8.75126 -0.36024 -2.54839 0.037 0.002 -0.007
C 6.91342 -0.38216 -2.14300 -0.019 0.001 0.003
C 6.01892 0.21813 -3.01929 -0.026 -0.010 0.020
C 4.66947 0.19832 -2.71833 0.037 0.004 -0.012
C 4.22642 -0.41517 -1.54905 -0.048 -0.016 -0.062
C 5.13356 -1.01401 -0.68019 0.053 -0.018 0.029
C 6.48473 -0.99917 -0.97527 -0.033 0.005 -0.007
C 2.79154 -0.42376 -1.23746 0.203 -0.188 -0.059
O 1.94095 0.11686 -2.01730 -0.037 -0.021 0.005
O 2.35246 -0.94471 -0.14921 0.091 0.038 -0.011
H 6.37714 0.69206 -3.92172 0.008 -0.003 0.000
H 3.95352 0.65854 -3.38499 -0.014 -0.004 0.009
H 4.77859 -1.48935 0.22380 -0.026 0.007 -0.007
H 7.20088 -1.46022 -0.31057 0.007 0.000 -0.003
C -5.01213 -3.46636 -0.39266 -0.036 -0.066 -0.028
C -4.45154 -2.31327 0.41914 0.093 0.148 0.038
N -3.57276 -1.43053 -0.36444 -0.001 -0.052 -0.116
C -4.23881 -0.50729 -1.29485 0.033 0.021 0.145
C -4.19667 -0.94709 -2.75187 -0.003 -0.001 -0.054
C -2.24405 -1.48536 -0.29597 -0.030 -0.032 -0.041
C -1.60255 -2.48540 0.62139 0.013 -0.082 0.021
N -1.44640 -0.71114 -1.00095 0.147 0.101 0.070
H -5.61843 -4.10943 0.24444 -0.005 0.010 0.008
H -4.21386 -4.07181 -0.82444 0.009 0.008 0.009
H -5.64671 -3.11284 -1.20485 -0.003 0.002 0.016
H -3.90431 -2.67225 1.28536 -0.002 -0.051 -0.014
H -5.25322 -1.68418 0.80854 -0.032 -0.039 -0.015
H -3.80336 0.48765 -1.16325 -0.007 -0.008 -0.038
H -5.27041 -0.42492 -0.95685 -0.012 -0.010 -0.031
H -3.18006 -1.05163 -3.13033 0.019 0.006 0.021
H -4.70718 -0.20726 -3.36792 0.000 -0.004 -0.003
H -4.69657 -1.90425 -2.88941 -0.006 0.011 0.013
H -1.97875 -3.48682 0.41318 0.005 0.001 0.022
H -1.79995 -2.25598 1.66798 -0.009 0.031 -0.005
H -0.52507 -2.50416 0.47382 -0.001 0.031 -0.010
H -1.94683 -0.09024 -1.62812 -0.026 -0.017 -0.003
```
Positions in Å, forces in eV/Å.

For the relative energy (zero: lowest compared OMol25 entry of this formula, charge and spin), the calculation gives 0.000 eV. The largest force on an atom is 0.56 eV/A. The LUMO energy comes out at -3.1 eV. As for the HOMO-LUMO gap: 8.17 eV. As for the spin multiplicity: 1. As for the net charge: +1. The calculation puts the highest occupied orbital energy at -11.3 eV.